C57H45N4O2PSTcTe | the ωB97M-V functional and the def2-TZVPD basis

Element x y z (Å)
H: 11.202 12.476 13.975
C: 13.417 9.079 14.537
H: 16.390 17.000 14.674
C: 17.643 15.301 15.137
H: 9.909 12.804 12.176
C: 11.937 15.111 16.702
H: 17.320 6.057 11.128
C: 13.446 10.257 13.810
C: 9.959 16.736 10.649
H: 12.173 15.270 6.417
H: 11.575 7.077 7.282
C: 16.100 8.698 9.329
H: 9.974 14.739 17.503
H: 19.363 9.720 13.691
H: 14.573 15.682 13.769
C: 9.291 12.993 11.267
H: 15.824 11.273 8.702
C: 18.348 12.149 11.520
C: 16.902 7.637 9.728
C: 14.145 12.507 6.551
Te: 16.488 12.914 10.675
H: 13.215 10.334 12.755
H: 9.596 16.625 9.623
H: 16.306 9.148 8.351
H: 14.680 10.382 7.638
C: 13.720 9.028 15.882
Tc: 13.947 13.349 10.689
H: 9.496 12.993 15.657
C: 12.682 14.207 8.136
C: 17.662 13.901 15.191
N: 15.333 17.529 10.820
C: 14.761 18.277 11.789
H: 18.469 15.785 15.652
H: 13.679 8.276 7.855
C: 14.805 8.399 11.329
C: 18.102 11.099 12.387
H: 12.152 15.859 17.466
H: 21.467 10.876 12.720
N: 13.436 13.222 8.704
H: 6.226 12.034 10.183
C: 11.536 9.944 9.898
C: 14.246 11.362 15.820
C: 16.513 15.937 14.615
H: 10.249 19.047 13.131
C: 11.150 14.425 10.348
H: 14.046 8.680 12.052
O: 13.876 11.307 10.739
H: 15.590 6.895 12.646
C: 14.745 11.056 8.501
C: 8.911 13.957 9.141
H: 11.579 15.036 13.129
C: 8.061 12.360 11.186
H: 17.779 7.400 9.121
H: 17.099 10.797 12.676
H: 9.491 7.608 8.484
H: 14.616 12.244 16.344
C: 13.507 13.600 5.957
C: 10.744 15.716 11.232
C: 9.707 17.876 11.333
H: 10.913 15.355 8.363
C: 11.750 15.004 8.984
C: 13.914 11.399 14.445
H: 11.523 10.786 10.604
C: 11.078 15.834 12.579
C: 15.442 13.765 14.136
H: 18.459 13.358 15.697
H: 11.227 17.176 14.283
C: 16.707 6.919 10.885
C: 15.072 9.169 10.185
C: 10.699 14.472 16.722
C: 9.775 13.765 10.203
C: 14.079 10.186 16.525
C: 10.864 17.043 13.258
C: 10.369 9.293 9.554
C: 10.238 18.095 12.617
H: 14.703 11.855 5.887
C: 12.769 8.588 8.344
S: 20.121 12.415 11.359
C: 10.412 8.214 8.657
H: 13.928 15.248 15.904
H: 9.200 14.605 8.286
C: 14.091 12.287 7.944
H: 14.270 10.167 17.591
C: 12.754 9.682 9.229
C: 10.440 13.536 15.690
H: 16.686 12.086 14.825
N: 14.316 18.866 12.672
C: 16.587 13.144 14.715
P: 13.827 13.022 13.644
C: 11.430 13.209 14.764
N: 14.411 15.279 10.741
H: 13.633 13.864 4.912
H: 13.653 8.125 16.491
C: 14.824 16.374 10.776
H: 9.076 18.663 10.962
C: 12.719 14.411 6.772
C: 12.964 14.748 15.861
C: 15.715 7.381 11.701
C: 20.431 11.084 12.414
C: 15.443 15.168 14.131
O: 12.032 13.531 11.035
C: 14.085 10.368 9.689
C: 7.185 12.557 10.173
H: 12.321 15.930 9.287
C: 7.666 13.314 9.090
C: 11.590 7.906 8.014
H: 7.053 13.399 8.160
H: 13.246 8.141 14.005
C: 12.722 13.770 14.857
H: 9.461 9.600 10.056
H: 7.860 11.699 12.023
C: 19.282 10.559 12.981

## Properties
- DFT total energy: -99506.6126 eV
- HOMO (spin up / spin down): -7.4 / -7.3 eV
- ⟨S²⟩: 3.785
- Multiplicity: 4
- Lowest unoccupied orbital energy (spin up / spin down): -0.84 / -1.64 eV